Record 1
10 unconnected molecules or ions with the total composition C10H30N10O20 at a distorted geometry, computed with ωB97M-V/def2-TZVPD.

CARTESIAN COORDINATES (ANGSTROEM)
1 C 0.113 5.251 4.211
2 N -0.068 5.263 5.716
3 O -0.957 5.954 6.181
4 O 0.569 4.439 6.385
5 H 0.540 6.202 3.893
6 H -0.855 4.996 3.780
7 H 0.852 4.455 4.116
8 C -0.065 -7.719 -1.700
9 N 1.089 -6.959 -2.180
10 O 1.244 -5.820 -1.755
11 O 1.831 -7.606 -2.905
12 H -0.971 -7.116 -1.758
13 H 0.177 -7.940 -0.660
14 H -0.198 -8.617 -2.303
15 C -4.723 -2.601 -5.619
16 N -4.223 -3.975 -5.987
17 O -4.624 -4.419 -7.042
18 O -3.464 -4.543 -5.222
19 H -5.790 -2.688 -5.410
20 H -4.619 -1.940 -6.479
21 H -4.207 -2.108 -4.795
22 C -6.162 -1.035 0.600
23 N -5.805 -2.425 1.047
24 O -4.700 -2.748 0.797
25 O -6.645 -3.107 1.572
26 H -5.778 -0.895 -0.410
27 H -5.752 -0.196 1.162
28 H -7.249 -0.955 0.595
29 C 4.909 6.798 -0.740
30 N 5.286 5.641 0.116
31 O 6.500 5.558 0.425
32 O 4.455 4.923 0.640
33 H 5.373 6.732 -1.724
34 H 5.346 7.701 -0.313
35 H 3.842 6.850 -0.954
36 C -0.760 3.754 -5.788
37 N 0.119 4.423 -4.774
38 O -0.340 5.308 -4.087
39 O 1.330 4.252 -4.838
40 H -0.712 2.666 -5.779
41 H -0.287 4.115 -6.702
42 H -1.799 4.015 -5.588
43 C -2.985 -0.176 7.574
44 N -3.520 0.185 6.243
45 O -4.720 0.349 6.147
46 O -2.684 0.477 5.336
47 H -2.195 0.505 7.889
48 H -2.605 -1.197 7.523
49 H -3.881 -0.094 8.189
50 C 3.366 -2.009 -5.813
51 N 4.415 -2.424 -6.786
52 O 5.471 -1.895 -6.562
53 O 4.197 -3.162 -7.732
54 H 3.777 -2.216 -4.825
55 H 2.472 -2.629 -5.874
56 H 3.186 -0.935 -5.865
57 C 4.461 -1.437 7.592
58 N 4.106 -1.043 6.241
59 O 3.270 -1.718 5.714
60 O 4.623 -0.022 5.852
61 H 4.082 -0.581 8.151
62 H 5.532 -1.626 7.656
63 H 3.989 -2.399 7.792
64 C 0.811 -0.186 0.439
65 N -0.103 0.313 -0.609
66 O -0.870 1.272 -0.372
67 O -0.207 -0.375 -1.619
68 H 0.784 -1.270 0.551
69 H 0.614 0.325 1.382
70 H 1.797 0.083 0.060

The LUMO energy comes out at -0.13 eV. As for the orbital gap: 10.86 eV. The spin multiplicity is 1. Its highest occupied orbital energy is -11.0 eV. The value obtained for the total energy is -2450.33821 a.u.

---

Record 2
A molecular structure, C10H30O10 at a distorted geometry, computed with ωB97M-V/def2-TZVPD.

CARTESIAN COORDINATES (ANGSTROEM)
1 C -23.313 -8.462 -10.512
2 C -23.290 -7.205 -11.478
3 O -24.336 -6.293 -11.180
4 O -22.696 -8.222 -9.202
5 H -22.645 -9.204 -10.950
6 H -24.341 -8.819 -10.450
7 H -23.414 -7.524 -12.513
8 H -22.350 -6.657 -11.403
9 H -24.438 -5.805 -12.001
10 H -21.850 -7.840 -9.447
11 C -26.317 -5.491 -11.215
12 C -26.168 -4.505 -10.042
13 O -26.107 -5.123 -8.751
14 O -27.662 -5.951 -11.275
15 H -25.652 -6.352 -11.142
16 H -26.021 -4.984 -12.134
17 H -26.887 -3.700 -10.196
18 H -25.245 -3.930 -10.126
19 H -25.388 -5.754 -8.661
20 H -28.338 -5.271 -11.256
21 C -19.966 -6.972 -10.221
22 C -20.461 -5.503 -10.128
23 O -21.124 -5.326 -8.856
24 O -20.979 -8.011 -10.315
25 H -19.357 -7.196 -9.345
26 H -19.412 -6.926 -11.159
27 H -21.095 -5.311 -10.994
28 H -19.559 -4.891 -10.146
29 H -22.068 -5.403 -9.014
30 H -20.540 -8.864 -10.284
31 C -23.490 -4.864 -9.164
32 C -24.258 -5.892 -8.401
33 O -25.121 -6.789 -9.156
34 O -22.531 -5.576 -9.926
35 H -22.920 -4.207 -8.508
36 H -23.969 -4.184 -9.869
37 H -24.970 -5.353 -7.776
38 H -23.601 -6.541 -7.821
39 H -24.637 -7.136 -9.909
40 H -23.002 -5.951 -10.674
41 C -25.199 -6.087 -6.114
42 C -25.258 -7.457 -6.827
43 O -24.778 -8.486 -6.029
44 O -26.056 -6.091 -5.007
45 H -25.429 -5.263 -6.789
46 H -24.143 -5.992 -5.862
47 H -24.644 -7.357 -7.723
48 H -26.281 -7.541 -7.194
49 H -23.874 -8.222 -5.844
50 H -25.456 -6.160 -4.261

The LUMO energy comes out at -0.09 eV. As for the orbital gap: 8.54 eV. The spin multiplicity is 1. Its highest occupied orbital energy is -8.6 eV. The value obtained for the total energy is -1150.43758 a.u.

---

Record 3
5 unconnected molecules or ions with the total composition C10H30O10 at a distorted geometry, computed with ωB97M-V/def2-TZVPD.

CARTESIAN COORDINATES (ANGSTROEM)
1 C -8.873 -0.361 16.728
2 C -8.682 -0.191 18.268
3 O -9.412 -1.163 18.946
4 O -8.189 -1.503 16.196
5 H -8.391 0.395 16.107
6 H -9.931 -0.332 16.469
7 H -8.898 0.757 18.762
8 H -7.633 -0.389 18.487
9 H -9.336 -0.985 19.886
10 H -7.246 -1.320 16.205
11 C -13.072 -6.679 22.369
12 C -11.776 -7.112 21.630
13 O -10.739 -7.558 22.480
14 O -13.718 -7.736 23.144
15 H -13.787 -6.245 21.670
16 H -12.898 -5.928 23.139
17 H -11.292 -6.247 21.175
18 H -12.008 -7.867 20.879
19 H -10.986 -8.358 22.949
20 H -14.269 -8.237 22.538
21 C -9.558 -10.959 18.498
22 C -10.741 -12.024 18.694
23 O -11.489 -12.140 17.477
24 O -8.481 -11.372 17.665
25 H -9.130 -10.721 19.471
26 H -9.987 -10.050 18.076
27 H -11.337 -11.829 19.586
28 H -10.398 -13.055 18.785
29 H -10.937 -12.357 16.722
30 H -7.910 -12.054 18.024
31 C -12.087 -5.367 16.370
32 C -13.055 -4.209 16.437
33 O -12.985 -3.638 17.764
34 O -10.762 -5.061 16.883
35 H -11.949 -5.883 15.419
36 H -12.515 -6.209 16.915
37 H -14.055 -4.502 16.118
38 H -12.833 -3.454 15.682
39 H -12.059 -3.452 17.932
40 H -10.458 -4.263 16.444
41 C -16.196 -0.414 21.214
42 C -15.068 0.563 20.700
43 O -14.966 0.328 19.310
44 O -17.467 0.126 20.889
45 H -16.065 -0.626 22.276
46 H -16.084 -1.350 20.668
47 H -14.143 0.580 21.277
48 H -15.401 1.594 20.820
49 H -14.736 -0.601 19.230
50 H -17.415 1.003 21.276

The LUMO energy comes out at 0.41 eV. As for the orbital gap: 10.32 eV. The spin multiplicity is 1. Its highest occupied orbital energy is -9.9 eV. The value obtained for the total energy is -1151.24084 a.u.